This record from OMol25 describes C21H22N2O3 in the gas phase at a distorted geometry. The level of theory is ωB97M-V/def2-TZVPD.

Cartesian coordinates (Å):
O (-1.483, -3.338, -0.137)
C (-1.653, -2.168, 0.142)
C (-3.025, -1.528, 0.059)
C (-2.956, -0.051, -0.340)
C (-4.326, 0.539, -0.415)
C (-5.045, 1.032, -1.463)
C (-6.294, 1.439, -0.933)
C (-6.241, 1.163, 0.396)
O (-5.056, 0.619, 0.720)
C (-2.099, 0.692, 0.689)
C (-0.766, 0.037, 0.860)
O (0.199, 0.824, 1.272)
C (-0.571, -1.298, 0.597)
C (0.744, -1.881, 0.739)
N (1.726, -1.194, 1.169)
C (3.055, -1.718, 1.196)
C (3.847, -1.064, 0.041)
N (3.453, -1.705, -1.205)
C (3.571, -0.839, -2.358)
C (2.675, 0.395, -2.222)
C (3.052, 1.129, -0.966)
C (2.849, 2.500, -0.859)
C (3.234, 3.188, 0.275)
C (3.854, 2.508, 1.310)
C (4.063, 1.147, 1.210)
C (3.647, 0.440, 0.087)
H (-3.490, -1.613, 1.046)
H (-3.633, -2.098, -0.646)
H (-2.497, 0.034, -1.330)
H (-4.727, 1.097, -2.484)
H (-7.111, 1.874, -1.471)
H (-6.950, 1.301, 1.188)
H (-2.615, 0.687, 1.654)
H (-1.945, 1.735, 0.405)
H (1.046, 0.261, 1.343)
H (0.831, -2.937, 0.462)
H (3.086, -2.810, 1.074)
H (3.504, -1.445, 2.153)
H (4.916, -1.278, 0.194)
H (2.487, -2.016, -1.137)
H (3.308, -1.418, -3.247)
H (4.617, -0.529, -2.442)
H (2.777, 1.052, -3.088)
H (1.628, 0.074, -2.167)
H (2.387, 3.027, -1.682)
H (3.064, 4.252, 0.346)
H (4.178, 3.040, 2.192)
H (4.559, 0.622, 2.014)

The highest occupied orbital energy is -8.726 eV. As for the SMILES: O=C1C[C@@H](c2ccco2)CC(O)=C1/C=N/C[C@H]1NCCc2ccccc21.

=====

This record from OMol25 describes C21H22N2O3S in the gas phase at a distorted geometry. The level of theory is ωB97M-V/def2-TZVPD.

Cartesian coordinates (Å):
C (2.875, 2.128, -0.054)
O (3.227, 0.802, 0.254)
C (2.656, -0.147, -0.616)
C (2.932, -1.543, -0.040)
C (4.427, -1.839, -0.001)
N (2.377, -1.594, 1.297)
C (1.354, -2.388, 1.645)
O (0.901, -3.268, 0.945)
C (0.795, -2.123, 3.043)
S (0.606, -0.340, 3.396)
C (-0.174, 0.122, 1.916)
N (-0.201, 1.305, 1.396)
C (-0.873, 1.158, 0.204)
C (-0.994, 2.289, -0.704)
C (-1.089, 3.575, -0.178)
C (-1.171, 4.667, -1.021)
C (-1.148, 4.489, -2.395)
C (-1.031, 3.213, -2.923)
C (-0.950, 2.116, -2.087)
C (-1.242, -0.164, 0.074)
C (-1.977, -0.933, -0.912)
C (-2.977, -0.341, -1.684)
C (-3.672, -1.096, -2.608)
C (-3.387, -2.443, -2.768)
C (-2.405, -3.038, -1.992)
C (-1.703, -2.293, -1.064)
O (-0.786, -0.819, 1.185)
H (3.418, 2.759, 0.646)
H (1.799, 2.291, 0.070)
H (3.160, 2.386, -1.080)
H (3.087, -0.059, -1.625)
H (1.570, 0.017, -0.699)
H (2.405, -2.297, -0.633)
H (4.827, -1.868, -1.011)
H (4.938, -1.060, 0.558)
H (4.605, -2.800, 0.475)
H (2.663, -0.835, 1.901)
H (1.478, -2.499, 3.805)
H (-0.170, -2.620, 3.142)
H (-1.095, 3.699, 0.894)
H (-1.252, 5.661, -0.606)
H (-1.215, 5.343, -3.053)
H (-0.998, 3.073, -3.994)
H (-0.841, 1.125, -2.501)
H (-3.212, 0.704, -1.545)
H (-4.447, -0.633, -3.202)
H (-3.934, -3.029, -3.492)
H (-2.184, -4.088, -2.108)
H (-0.936, -2.756, -0.460)

The highest occupied orbital energy is -7.842 eV. As for the SMILES: COC[C@@H](C)NC(=O)CSc1nc(-c2ccccc2)c(-c2ccccc2)o1.

=====

Relative energy (zero: lowest compared OMol25 entry of this formula, charge and spin) in kJ/mol, matching the order above: 234.03, 55.86
Lowest unoccupied orbital energy in eV, matching the order above: 0.61, 0.42